Here is a molecular structure, C3H4NdO4 in a non-equilibrium geometry from the Open Molecules 2025 dataset. Energies are from wB97M-V/def2-TZVPD.

Summary:
relative energy (zero: lowest compared OMol25 entry of this formula, charge and spin)	23.5	kcal per mole
max |F|	3.944	eV/Å
⟨S²⟩	6.003
gap between HOMO and LUMO (alpha / beta)	0.244 / 0.249	Eh

Geometry as ORCA input:
```
! wB97M-V def2-TZVPD RIJCOSX def2/J DEFGRID3
* xyz 2 5
C -1.165 -0.238 0.307
O -1.992 -0.734 1.066
O -1.338 0.965 -0.179
C -0.396 1.405 -1.157
O -1.210 -0.435 -2.382
C -0.596 0.618 -2.415
Nd -4.310 -0.530 2.428
H 0.082 0.884 -3.251
H -0.579 2.472 -1.321
O 0.164 -0.619 0.300
H 0.348 -1.246 1.012
H 0.653 1.136 -0.716
*
```

Results of the Mulliken charge analysis, in e, for atoms 1 through 6: 0.812, -0.666, -0.320, -0.383, -0.453, 0.164



Here is 3 unconnected molecules or ions with the total composition C38H55BrN2O6 in a non-equilibrium geometry from the Open Molecules 2025 dataset. Energies are from wB97M-V/def2-TZVPD.

Summary:
max |F|	4.926	eV/Å
⟨S²⟩	2.009
gap between HOMO and LUMO (alpha / beta)	0.276 / 0.284	Eh

Geometry as ORCA input:
```
! wB97M-V def2-TZVPD RIJCOSX def2/J DEFGRID3
* xyz 0 3
C -0.782 5.335 2.636
C -1.065 4.472 3.989
O 0.168 4.458 4.750
C -1.623 3.021 3.581
O -1.476 2.699 2.169
C -1.688 1.327 1.898
C -2.412 0.277 2.848
C -2.606 -1.253 2.479
C -3.318 -2.261 3.535
C -2.213 -3.400 3.873
C -0.875 -2.829 4.551
Br -0.874 -2.967 6.560
C -2.107 -1.794 1.091
C -1.372 -0.731 0.130
C -1.160 0.797 0.530
C -0.367 1.756 -0.500
O -0.715 2.947 -0.732
C 0.900 1.044 -1.210
C 2.267 1.733 -1.457
C 3.432 0.897 -2.120
C 3.258 -0.619 -2.527
C 1.850 -1.292 -2.279
C 0.676 -0.470 -1.620
C -0.766 -1.137 -1.305
O -1.374 -1.876 -2.130
H 0.141 4.873 2.114
H -1.710 5.318 1.954
H -0.560 6.413 2.977
H -1.843 5.027 4.628
H 0.424 3.548 5.021
H -2.744 2.998 3.849
H -1.073 2.220 4.186
H -2.786 0.614 3.874
H -4.236 -2.790 3.069
H -3.643 -1.698 4.492
H -1.886 -3.975 2.929
H -2.703 -4.138 4.613
H -0.629 -1.743 4.300
H 0.011 -3.491 4.208
H -2.231 -2.869 0.733
H 2.380 2.818 -1.126
H 4.436 1.435 -2.296
H 4.106 -1.248 -2.979
H 1.636 -2.390 -2.565
C 7.799 -5.511 -4.489
C 7.247 -4.261 -3.745
C 8.258 -3.768 -2.682
C 8.310 -4.640 -1.437
C 6.916 -4.798 -0.842
C 5.890 -5.329 -1.866
N 5.904 -4.569 -3.160
O 5.274 -3.381 -2.937
C 6.178 -6.832 -2.113
C 4.486 -5.338 -1.206
C 7.196 -3.176 -4.857
H 8.850 -5.698 -4.249
H 7.248 -6.427 -4.287
H 7.730 -5.403 -5.576
H 8.001 -2.748 -2.373
H 9.262 -3.705 -3.116
H 8.747 -5.616 -1.674
H 8.972 -4.182 -0.695
H 6.967 -5.468 0.021
H 6.588 -3.826 -0.452
H 5.559 -7.223 -2.926
H 5.951 -7.427 -1.223
H 7.225 -7.040 -2.340
H 4.184 -4.352 -0.843
H 4.467 -6.002 -0.337
H 3.724 -5.694 -1.907
H 6.465 -3.435 -5.629
H 8.172 -3.082 -5.343
H 6.946 -2.184 -4.470
C -5.257 2.089 0.457
C -5.021 3.343 -0.433
C -4.139 4.378 0.307
C -4.875 5.138 1.400
C -6.135 5.786 0.839
C -7.059 4.773 0.131
N -6.335 3.916 -0.865
O -6.103 4.684 -1.968
C -7.743 3.897 1.210
C -8.245 5.542 -0.510
C -4.174 2.791 -1.613
H -4.624 2.097 1.350
H -6.286 1.964 0.785
H -5.044 1.160 -0.083
H -3.746 5.108 -0.411
H -3.262 3.885 0.741
H -5.117 4.468 2.233
H -4.220 5.913 1.813
H -6.674 6.285 1.650
H -5.841 6.580 0.140
H -8.310 3.079 0.753
H -8.451 4.485 1.803
H -7.042 3.474 1.932
H -7.917 6.312 -1.212
H -8.835 6.057 0.255
H -8.917 4.858 -1.038
H -4.749 2.080 -2.214
H -3.290 2.268 -1.235
H -3.808 3.579 -2.277
*
```

Results of the Mulliken charge analysis, in e, for atoms 1 through 6: -0.797, 0.371, -0.574, -0.709, -0.171, 0.169



Here is a molecular structure, C44H60F7O8Zn in a non-equilibrium geometry from the Open Molecules 2025 dataset. Energies are from wB97M-V/def2-TZVPD.

Summary:
max |F|	3.153	eV/Å
gap between HOMO and LUMO	0.254	Eh

Geometry as ORCA input:
```
! wB97M-V def2-TZVPD RIJCOSX def2/J DEFGRID3
* xyz -1 1
Zn 32.078 -27.715 -11.632
C 33.715 -29.771 -12.565
O 33.885 -29.305 -11.236
O 32.567 -29.141 -12.960
C 35.017 -29.647 -13.435
F 36.036 -30.328 -12.907
F 34.706 -29.974 -14.701
F 35.479 -28.377 -13.492
C 34.695 -30.045 -10.352
C 34.342 -29.678 -8.945
H 34.276 -28.587 -8.879
H 33.278 -29.910 -8.827
H 34.940 -30.079 -8.131
H 35.751 -29.805 -10.548
H 34.685 -31.124 -10.555
H 33.484 -30.847 -12.572
C 35.329 -24.946 -11.780
C 34.734 -26.101 -10.917
O 33.373 -26.258 -10.937
H 36.420 -24.950 -11.676
H 34.957 -23.933 -11.637
H 35.176 -25.250 -12.821
H 35.060 -25.921 -9.877
H 35.212 -27.055 -11.192
C 30.310 -30.222 -8.915
C 30.149 -29.082 -9.886
O 31.086 -28.032 -9.864
H 30.301 -29.962 -7.856
H 31.212 -30.809 -9.135
H 29.496 -30.935 -9.089
H 29.159 -28.668 -9.624
H 30.137 -29.446 -10.922
F 40.861 -33.179 -15.092
C 39.905 -32.590 -15.847
C 40.162 -31.946 -17.035
C 39.154 -31.249 -17.682
C 37.868 -31.276 -17.154
C 37.617 -31.884 -15.905
C 38.636 -32.610 -15.292
H 41.158 -31.913 -17.457
H 39.354 -30.770 -18.630
H 37.092 -30.652 -17.577
H 36.603 -31.977 -15.543
H 38.407 -33.170 -14.397
F 31.402 -32.478 -18.247
C 31.013 -31.242 -17.895
C 31.532 -30.584 -16.798
C 31.019 -29.353 -16.354
C 30.109 -28.712 -17.204
C 29.603 -29.374 -18.315
C 30.010 -30.635 -18.633
H 32.212 -31.085 -16.116
H 31.264 -28.972 -15.372
H 29.735 -27.739 -16.916
H 28.866 -28.877 -18.934
H 29.688 -31.205 -19.497
F 36.855 -32.349 -9.141
C 37.581 -33.355 -9.670
C 38.107 -33.240 -10.961
C 38.636 -34.380 -11.544
C 38.729 -35.555 -10.813
C 38.077 -35.698 -9.614
C 37.483 -34.573 -9.026
H 38.078 -32.351 -11.577
H 38.983 -34.233 -12.557
H 39.071 -36.477 -11.269
H 38.076 -36.620 -9.050
H 37.055 -34.594 -8.033
F 33.820 -36.688 -14.285
C 33.602 -35.668 -13.433
C 34.192 -35.761 -12.193
C 34.056 -34.732 -11.268
C 33.254 -33.669 -11.574
C 32.659 -33.538 -12.832
C 32.791 -34.580 -13.764
H 34.840 -36.609 -12.010
H 34.579 -34.738 -10.320
H 33.111 -32.889 -10.836
H 31.936 -32.775 -13.080
H 32.269 -34.485 -14.706
C 38.752 -28.741 -14.032
C 39.247 -27.401 -13.550
O 39.717 -26.614 -14.338
C 39.224 -27.160 -12.067
H 38.178 -28.542 -14.943
H 38.021 -29.236 -13.395
H 39.442 -29.513 -14.373
H 39.363 -28.072 -11.484
H 38.268 -26.723 -11.761
H 39.961 -26.463 -11.666
C 29.430 -33.008 -11.723
C 28.935 -31.785 -12.451
O 27.973 -31.166 -12.055
C 29.512 -31.359 -13.807
H 29.980 -33.651 -12.409
H 28.582 -33.533 -11.289
H 30.124 -32.713 -10.933
H 29.379 -32.020 -14.664
H 30.562 -31.078 -13.685
H 28.971 -30.442 -14.039
C 35.756 -28.047 -17.488
C 34.959 -26.777 -17.214
O 35.321 -25.707 -17.638
C 33.871 -26.925 -16.184
H 36.563 -27.724 -18.146
H 35.181 -28.891 -17.867
H 36.223 -28.376 -16.557
H 34.396 -27.257 -15.282
H 33.196 -27.723 -16.487
H 33.481 -25.971 -15.836
C 33.955 -27.584 -6.094
C 34.010 -26.233 -6.765
O 33.092 -25.897 -7.467
C 35.188 -25.311 -6.483
H 33.238 -28.282 -6.515
H 33.779 -27.356 -5.039
H 34.913 -28.109 -6.150
H 36.163 -25.790 -6.572
H 35.097 -24.839 -5.501
H 35.234 -24.460 -7.164
*
```

Results of the Mulliken charge analysis, in e, for atoms 1 through 6: 0.551, 2.484, 0.764, -1.737, 0.348, -0.217



Here is a single C17H19N3 molecule in a non-equilibrium geometry from the Open Molecules 2025 dataset. Energies are from wB97M-V/def2-TZVPD.

Summary:
relative energy (zero: lowest compared OMol25 entry of this formula, charge and spin)	256.0	kcal per mole
SMILES	c1ccc2cc3[nH]c(CN4CCCCC4)nc3cc2c1
max |F|	15.390	eV/Å
gap between HOMO and LUMO	0.277	Eh

Geometry as ORCA input:
```
! wB97M-V def2-TZVPD RIJCOSX def2/J DEFGRID3
* xyz 0 1
C -6.198 -1.050 -0.076
C -6.372 0.150 -0.487
C -5.411 1.250 -0.419
C -4.075 0.843 -0.027
C -2.858 1.448 0.006
C -1.734 0.955 0.190
N -0.435 1.467 0.291
C 0.334 0.263 0.863
C 1.842 0.572 1.008
N 2.771 -0.449 0.601
C 3.987 -0.456 1.304
C 4.915 0.379 0.274
C 4.855 0.002 -0.930
C 3.542 -0.014 -1.576
C 2.599 -0.937 -0.545
N -0.249 -0.832 0.803
C -1.494 -0.651 0.348
C -2.548 -1.346 0.417
C -3.708 -0.671 0.144
C -4.866 -1.588 0.100
H -7.138 -1.643 -0.191
H -7.353 0.825 -0.545
H -5.424 2.201 -0.608
H -3.084 2.524 -0.022
H -0.118 2.253 0.386
H 2.148 1.444 0.336
H 2.057 1.088 2.022
H 4.010 -0.122 2.245
H 4.377 -1.656 1.160
H 5.977 0.449 0.738
H 4.595 1.397 0.283
H 5.520 0.526 -1.585
H 5.432 -1.138 -1.057
H 3.548 -0.727 -2.644
H 3.188 1.050 -1.720
H 1.628 -0.824 -1.314
H 3.112 -1.995 -0.743
H -2.465 -2.367 0.435
H -4.904 -2.621 0.535
*
```

Results of the Mulliken charge analysis, in e, for atoms 1 through 6: -0.538, -0.382, -0.900, 0.574, -0.224, -0.037



Here is 5 unconnected molecules or ions with the total composition C4H15NO7 in a non-equilibrium geometry from the Open Molecules 2025 dataset. Energies are from wB97M-V/def2-TZVPD.

Summary:
relative energy (zero: lowest compared OMol25 entry of this formula, charge and spin)	18.8	kcal per mole
max |F|	2.492	eV/Å
⟨S²⟩	0.757
gap between HOMO and LUMO (alpha / beta)	0.359 / 0.193	Eh

Geometry as ORCA input:
```
! wB97M-V def2-TZVPD RIJCOSX def2/J DEFGRID3
* xyz 1 2
C 1.016 1.601 -1.161
C -0.374 1.191 -0.678
C -0.915 1.936 0.522
O -1.943 2.517 0.403
N 2.025 1.320 -0.220
C 2.575 0.050 -0.103
O 2.079 -0.770 -1.029
O 3.449 -0.188 0.688
H 0.975 2.665 -1.392
H 1.091 1.175 -2.159
H -1.190 0.983 -1.375
H -0.364 0.153 -0.305
H -0.361 1.926 1.475
H 2.299 1.913 0.548
H 2.422 -1.665 -0.893
H -3.775 0.330 0.337
H -3.749 -1.094 0.769
O -3.615 -0.552 -0.017
H 0.240 -2.208 -2.701
H -0.724 -2.615 -1.578
O 0.206 -2.631 -1.837
H 0.465 -2.466 1.263
H 1.431 -1.410 1.843
O 0.544 -1.529 1.479
H -0.786 -0.707 1.685
H -1.484 0.146 2.689
O -1.535 -0.072 1.746
*
```

Results of the Mulliken charge analysis, in e, for atoms 1 through 6: -0.981, 0.049, 0.182, -0.141, -0.112, 0.440



Here is a molecular structure, C23H41AlN2P3S in a non-equilibrium geometry from the Open Molecules 2025 dataset. Energies are from wB97M-V/def2-TZVPD.

Summary:
relative energy (zero: lowest compared OMol25 entry of this formula, charge and spin)	96.2	kcal per mole
max |F|	2.709	eV/Å
gap between HOMO and LUMO (alpha / beta)	0.233 / 0.202	Eh

Geometry as ORCA input:
```
! wB97M-V def2-TZVPD RIJCOSX def2/J DEFGRID3
* xyz 3 1
Al 0.218 0.704 -1.155
P 2.390 0.539 0.174
P -2.197 0.952 -0.755
P 0.689 1.792 -3.203
H -1.699 -3.318 0.935
C -1.584 -3.674 -0.104
C -0.361 -3.494 -0.625
H 0.504 -3.130 -0.037
C 3.076 -0.585 1.453
C 2.537 2.129 1.101
C 3.756 0.512 -1.049
C -3.496 0.380 -1.924
C -3.120 0.866 0.807
C -2.126 2.748 -1.117
C 2.072 1.008 -4.060
C 1.289 3.247 -2.274
C -0.508 2.394 -4.392
H -2.474 -3.900 -0.715
H -0.122 -3.588 -1.693
H 2.674 -1.601 1.355
H 2.838 -0.194 2.454
H 4.172 -0.635 1.358
H 2.384 1.911 2.171
H 1.779 2.858 0.772
H 3.540 2.561 0.955
H 3.667 -0.410 -1.642
H 4.721 0.514 -0.531
H 3.690 1.373 -1.719
H -4.457 0.802 -1.592
H -3.544 -0.721 -1.904
H -3.301 0.708 -2.960
H -4.176 1.098 0.596
H -2.718 1.582 1.538
H -3.043 -0.155 1.208
H -3.034 3.184 -0.682
H -2.087 2.919 -2.201
H -1.244 3.197 -0.638
H 2.035 1.301 -5.121
H 2.036 -0.088 -3.975
H 2.998 1.365 -3.590
H 1.346 4.098 -2.959
H 2.272 3.047 -1.835
H 0.631 3.520 -1.433
H -0.219 2.122 -5.422
H -0.485 3.491 -4.288
H -1.538 2.030 -4.217
C -0.904 -1.896 -4.304
C -1.841 -2.165 -5.346
C -1.599 -3.247 -6.208
C -0.484 -4.085 -5.999
C 0.380 -3.858 -4.905
C 0.181 -2.764 -4.060
S -0.988 -0.493 -3.279
H -0.164 -0.833 -1.515
H -2.690 -1.493 -5.517
H -2.258 -3.428 -7.063
H -0.248 -4.903 -6.697
H 1.236 -4.506 -4.700
H 0.829 -2.544 -3.202
N -0.505 -0.267 6.948
C -0.462 -0.209 5.780
C -0.331 -0.208 4.347
C -0.048 -1.403 3.674
C 0.037 -1.394 2.281
N -0.067 -0.259 1.574
C -0.259 0.896 2.227
C -0.407 0.976 3.611
H 0.195 -2.321 4.205
H 0.241 -2.326 1.737
H -0.318 1.821 1.631
H -0.585 1.955 4.054
*
```

Results of the Mulliken charge analysis, in e, for atoms 1 through 6: -1.068, 1.257, 1.571, 1.348, 0.240, -0.574